This record from OMol25 describes a cluster of 10 separate species, C35H64O18S2 in total at a distorted geometry. The level of theory is ωB97M-V with the def2-TZVPD basis set.

Structure (XYZ):
```
119
Properties=species:S:1:pos:R:3:forces:R:3
C -2.0250 3.5484 2.1173 0.05 0.03 -0.62
C -3.3296 3.3724 2.8514 0.26 -0.15 -0.26
C -4.4846 4.2427 2.3273 0.38 0.20 0.35
O -5.3247 3.3390 1.6200 -0.12 -0.03 0.21
C -4.9956 2.0643 1.9664 0.25 0.46 0.03
O -5.6682 1.1165 1.7327 -0.04 -0.29 -0.18
O -3.8064 2.0457 2.5877 -0.35 -0.35 0.13
H -2.1863 3.4089 1.0416 -0.02 -0.02 0.09
H -1.3042 2.7995 2.4400 0.05 0.07 0.11
H -1.6108 4.5515 2.2310 0.00 -0.03 0.25
H -3.1591 3.4404 3.9239 -0.24 0.05 0.05
H -4.1332 5.0205 1.6512 -0.05 -0.04 -0.09
H -5.0285 4.7072 3.1517 -0.18 -0.06 -0.11
C -1.2177 0.0696 -6.8445 -0.40 -0.10 -0.75
C -1.9565 0.5111 -5.6222 0.17 0.45 0.86
C -3.4699 0.2780 -5.5740 0.18 -0.12 -0.27
O -3.7009 -0.2380 -4.2673 0.03 0.13 0.08
C -2.5275 -0.5060 -3.6473 -0.26 0.07 -0.43
O -2.4346 -0.9790 -2.5667 0.07 -0.21 0.32
O -1.4870 -0.1926 -4.4451 -0.04 0.04 -0.37
H -0.1456 0.2315 -6.7688 0.05 -0.13 0.17
H -1.5651 0.6511 -7.7064 0.02 0.08 0.14
H -1.4490 -0.9679 -7.0999 0.22 -0.06 0.22
H -1.7489 1.5656 -5.4104 -0.02 -0.03 -0.16
H -3.8129 -0.4464 -6.3163 0.06 -0.06 0.06
H -4.0186 1.2065 -5.7122 -0.10 -0.02 0.11
C 0.8289 -0.4844 -1.6199 0.43 0.61 0.05
C 0.6391 0.2636 -0.3205 -0.54 -0.45 -0.22
C -0.8063 0.6895 -0.0349 0.31 0.53 -0.06
O -1.0399 0.2253 1.3088 -0.04 0.09 0.11
C -0.0502 -0.5860 1.6954 -0.20 -0.27 -0.76
O -0.0309 -1.2183 2.7074 -0.03 0.10 0.49
O 0.8950 -0.6802 0.7473 0.42 0.26 0.32
H 0.1096 -1.2963 -1.6879 0.00 -0.05 -0.11
H 1.8529 -0.8525 -1.6856 -0.06 -0.18 0.01
H 0.6955 0.2146 -2.4476 -0.22 -0.15 0.01
H 1.3071 1.1154 -0.2093 0.17 -0.11 0.01
H -1.5328 0.2633 -0.7209 -0.04 -0.25 0.12
H -0.8914 1.7739 -0.0585 -0.08 -0.07 0.11
O -2.5414 1.1017 5.0503 -0.31 0.29 0.18
S -3.2158 -0.1564 5.2891 1.09 0.12 -0.33
O -4.5180 -0.1845 5.8925 -0.31 0.00 0.21
C -3.1931 -1.1057 3.7949 0.16 -0.29 -0.66
C -2.8395 -2.5319 4.1904 -0.51 -0.18 -0.10
C -1.8715 -2.5090 5.3810 -0.08 -0.33 1.23
C -2.0553 -1.1965 6.1927 -0.15 -0.38 -0.18
H -2.3962 -0.7012 3.1735 0.05 0.18 0.19
H -4.1137 -1.0170 3.2201 -0.18 0.13 0.31
H -3.7278 -3.0811 4.5150 -0.11 0.21 -0.09
H -2.5012 -3.0514 3.2938 0.40 -0.07 0.20
H -0.8277 -2.7579 5.1941 0.03 0.52 -0.52
H -2.1698 -3.2896 6.0876 -0.02 -0.17 -0.28
H -1.1537 -0.6157 6.3547 0.04 0.00 -0.09
H -2.4940 -1.4135 7.1644 -0.09 0.14 0.00
O 2.2427 -2.8524 -3.8488 0.00 0.10 0.06
S 1.3064 -3.9101 -4.1322 -0.13 -0.06 -0.47
O 1.2294 -5.0577 -3.2674 -0.01 -0.03 0.17
C -0.3419 -3.2315 -4.4058 0.58 -0.03 0.14
C -0.8288 -3.9181 -5.6721 0.03 0.00 0.30
C 0.3608 -3.9655 -6.6297 -0.05 0.36 -0.40
C 1.5291 -4.5158 -5.8322 -0.05 -0.26 0.47
H -0.1580 -2.1674 -4.5454 -0.26 0.04 0.03
H -0.9445 -3.4238 -3.5223 0.00 0.10 0.05
H -1.1070 -4.9452 -5.4218 -0.22 0.06 -0.07
H -1.6992 -3.3889 -6.0588 -0.01 -0.14 -0.19
H 0.6111 -2.9668 -7.0047 -0.09 0.03 0.16
H 0.1355 -4.5594 -7.5155 0.09 -0.16 0.08
H 2.5155 -4.2325 -6.1838 0.04 0.02 0.00
H 1.4575 -5.5949 -5.6917 0.10 -0.02 -0.26
C 4.1159 1.1910 2.3766 -0.23 -0.35 -0.12
C 4.0804 0.4481 1.0515 0.74 0.30 -0.03
C 4.4541 -1.0131 1.0081 0.03 0.14 0.23
O 3.8867 1.0646 0.0253 -0.28 -0.10 0.11
H 4.5477 0.5901 3.1737 -0.09 -0.01 0.06
H 3.0913 1.4641 2.6392 0.05 0.08 0.06
H 4.7074 2.0959 2.2502 -0.09 0.07 -0.04
H 3.5588 -1.6348 1.0236 -0.07 0.05 -0.14
H 5.0561 -1.2985 1.8700 0.02 0.02 -0.01
H 5.0193 -1.1686 0.0920 -0.15 -0.22 -0.06
C 2.9763 3.5559 -1.4046 -0.84 -0.73 -0.38
C 2.2432 4.1245 -0.2140 0.47 -0.07 -0.13
C 2.9283 5.2163 0.5680 0.06 -0.15 0.06
O 1.1521 3.7097 0.0871 -0.40 -0.03 0.24
H 2.8737 4.2261 -2.2625 0.52 0.27 0.16
H 2.4447 2.6480 -1.7058 -0.01 0.05 0.13
H 3.9853 3.2264 -1.1809 0.22 0.49 -0.09
H 3.9733 4.9519 0.7376 0.00 0.02 0.00
H 2.4224 5.3589 1.5196 -0.03 0.11 -0.03
H 2.9214 6.1418 -0.0115 -0.03 0.02 0.02
C 1.5398 -0.1221 5.2767 -0.12 0.07 -0.15
C 1.8067 -0.0956 6.7578 0.23 0.00 -0.16
C 3.2470 0.0251 7.2092 0.07 -0.13 0.34
O 0.9170 -0.1617 7.5702 -0.18 -0.05 0.10
H 1.9012 -1.0527 4.8313 0.12 0.05 0.03
H 2.0527 0.7124 4.7926 0.08 -0.09 -0.02
H 0.4778 -0.0489 5.0552 0.00 0.02 0.09
H 3.2479 0.1310 8.2933 0.06 0.13 -0.05
H 3.7553 0.8694 6.7427 -0.07 0.04 -0.03
H 3.8300 -0.8699 6.9758 -0.16 -0.03 -0.20
C -0.9370 4.5479 -3.8715 -0.16 0.07 -0.38
C -0.4052 3.2011 -3.4456 0.11 -0.10 0.29
C 0.6879 2.5784 -4.3005 -0.71 0.21 0.63
O -0.8622 2.6363 -2.4774 0.09 -0.01 -0.20
H -1.9523 4.4175 -4.2610 0.01 -0.08 0.14
H -0.3604 4.9955 -4.6816 0.13 0.06 0.17
H -1.0064 5.2180 -3.0186 0.05 0.01 0.05
H 0.3992 2.7842 -5.3313 0.45 -0.28 -0.19
H 0.7428 1.5265 -4.0348 0.02 -0.11 -0.38
H 1.6475 3.0337 -4.0569 0.00 0.19 -0.22
C 1.5959 -3.9399 2.6568 -0.22 0.43 -0.12
C 1.6381 -4.8458 1.4555 0.13 0.00 -0.01
C 1.8321 -4.2115 0.1015 -0.19 0.12 0.13
O 1.5053 -6.0410 1.5618 -0.01 -0.23 0.10
H 2.0498 -2.9750 2.4314 0.17 -0.06 0.17
H 2.0378 -4.4128 3.5297 0.04 -0.06 -0.02
H 0.5559 -3.6889 2.8822 -0.02 -0.16 0.01
H 2.4804 -3.3382 0.1470 0.13 -0.08 -0.05
H 0.8626 -3.8370 -0.2421 0.00 -0.10 -0.06
H 2.1985 -4.9632 -0.5893 -0.04 0.08 -0.17
```
Positions in Å, forces in eV/Å.

Summary:
frontier orbital gap = 9.0 eV
ΔE to the lowest compared entry with this formula, charge and spin = 0.0 kcal/mol
SMILES = C[C@H]1COC(=O)O1.C[C@H]1COC(=O)O1.C[C@H]1COC(=O)O1.O=S1(=O)CCCC1.O=S1(=O)CCCC1.CC(C)=O.CC(C)=O.CC(C)=O.CC(C)=O.CC(C)=O
HOMO = -8.984 eV
maximum force = 1.27 eV Å⁻¹
net charge = 0
multiplicity = 1